{
  "formula": "C6H6AgLiO6",
  "method": "the ωB97M-V functional and the def2-TZVPD basis",
  "elements": ["O", "C", "O", "O", "C", "C", "H", "H", "H", "O", "C", "O", "Ag", "Li", "C", "O", "H", "H", "C", "H"],
  "xyz": [[3.61237, 0.11301, 1.16226], [2.43080, 0.12856, 0.76945], [1.66418, -0.87618, 0.90321], [1.99376, 1.22680, 0.13687], [0.82353, 1.13953, -0.65266], [-0.05406, 2.34298, -0.72042], [0.88183, -0.47541, -1.68482], [-0.51748, 2.59285, -1.67648], [0.26943, 3.18329, -0.10351], [1.05475, 0.46128, -1.83263], [-0.54198, 1.08894, 0.02132], [-0.63253, 1.11760, 1.36599], [3.91355, -2.11016, 2.01494], [-0.06707, -0.58586, 1.71890], [-3.04367, -1.87202, -0.12567], [-1.78809, -2.53424, -0.46230], [-3.68983, -2.45258, 0.53425], [-3.50201, -1.32618, -0.95155], [-1.68597, -1.48137, 0.28808], [-1.12149, 0.31918, -0.70524]],
  "forces_ev_per_angstrom": [[0.9957, -0.2228, 0.5650], [-0.7237, -0.7071, -0.4177], [-0.3019, -0.4428, 0.3358], [0.6259, 0.3442, 0.2768], [-0.3687, -0.2692, 0.1452], [-0.1088, 0.1043, -0.2042], [0.0315, -0.0789, 0.1258], [0.3956, -0.0625, 0.1555], [-0.3470, -0.2947, -0.0329], [0.0112, -0.0917, -0.3459], [0.6945, -0.4186, -0.0932], [-0.3892, -0.8074, -0.9777], [-0.6795, 1.4439, -0.7133], [-0.1168, 0.4643, -0.6084], [-0.6639, 0.2365, -0.3564], [0.0319, 0.2927, -0.0901], [0.2152, 0.2641, -0.1322], [0.0785, -0.2733, 0.1997], [0.4550, -0.9249, 0.6710], [0.1647, 1.4437, 1.4972]],
  "nbo_charge": [-0.8009, 0.9958, -0.9082, -0.4948, 0.4167, -0.4776, 0.4713, 0.2150, 0.2326, -0.7035, 0.1128, -0.9441, 0.9042, 0.9053, -0.2631, -0.4289, 0.1998, 0.2065, 0.2603, 0.1006],
  "lumo_ev": -2.370,
  "orbital_gap_ev": 4.55
}

---

{
  "formula": "C4H35NO13",
  "method": "the ωB97M-V functional and the def2-TZVPD basis",
  "elements": ["C", "C", "C", "C", "N", "H", "H", "H", "H", "H", "H", "H", "H", "H", "H", "H", "O", "H", "H", "O", "H", "H", "O", "H", "H", "O", "H", "H", "O", "H", "H", "O", "H", "H", "O", "H", "H", "O", "H", "H", "O", "H", "H", "O", "H", "H", "O", "H", "H", "O", "H", "H", "O"],
  "xyz": [[0.91244, -1.60052, -1.98168], [0.11410, -1.52493, -0.67076], [-0.13535, -0.12190, -0.27956], [-1.24331, 0.25989, 0.40426], [-1.51168, 1.62958, 0.70860], [1.10611, -2.73285, -2.18015], [1.85636, -1.08887, -1.89551], [0.32013, -1.22270, -2.80786], [-0.79138, -2.08305, -0.75498], [0.61322, -2.02751, 0.09520], [0.68478, 0.60894, -0.60168], [-2.04636, -0.39073, 0.73598], [-1.86042, 1.76856, 1.62266], [-0.72818, 2.19709, 0.58715], [0.22830, 2.15870, -2.01762], [1.20115, 3.52683, -2.01636], [1.04986, 2.65621, -1.51667], [-0.79242, -1.93269, 2.04764], [-1.78113, -2.98726, 2.51868], [-1.42977, -2.65608, 1.72472], [3.67476, 0.96567, -1.91378], [2.28440, 1.51844, -1.36880], [3.07631, 0.95321, -1.15970], [3.29372, 0.87279, 1.74537], [3.57609, 1.60268, 0.43646], [3.59721, 1.71042, 1.34712], [2.36310, -0.41779, 0.31266], [3.21681, -1.44418, 0.96956], [2.57481, -0.76788, 1.18824], [-2.51031, -2.42413, 0.41845], [-4.03506, -2.18804, 0.18339], [-3.16048, -2.25253, -0.26361], [0.17941, 2.04378, 3.87621], [0.43168, 2.21252, 2.30004], [-0.09481, 1.65466, 2.96969], [-2.69639, -1.03335, -1.45566], [-2.85844, -0.89919, -2.95477], [-2.61245, -0.45142, -2.19392], [1.14634, -4.10646, 1.26378], [-0.34317, -3.87145, 1.16550], [0.35273, -4.51175, 0.98486], [-3.34041, 1.15382, -1.77608], [-2.88197, 2.14943, -0.72298], [-3.28770, 2.10678, -1.63948], [-1.15856, 0.61655, -2.48770], [-1.75936, 2.04785, -2.49077], [-0.91844, 1.55943, -2.77732], [0.08768, -0.01516, 2.78432], [1.11542, -1.00261, 2.22735], [0.35837, -0.97213, 2.69212], [1.13596, 3.00787, 0.20488], [2.13502, 2.68497, 1.26838], [1.29131, 3.06048, 1.14415]],
  "forces_ev_per_angstrom": [[-0.4209, -2.8842, 0.3331], [0.0491, 0.6481, -1.5020], [-0.6627, 1.2070, 0.5561], [1.4364, 1.5170, -0.5742], [-1.3905, -1.6609, -1.2537], [-0.1299, 1.9622, 0.0983], [0.3054, 0.2285, -0.1559], [0.0927, 0.1984, -0.2037], [-0.7363, -0.2780, -0.3462], [1.2378, -0.8352, 1.2026], [-1.6240, -0.8957, 0.8143], [0.3663, -0.1328, -0.2375], [-0.3708, 0.0195, 0.9487], [1.3710, 0.9886, -0.2888], [0.8644, 0.7891, 0.4168], [-0.3508, -2.0159, 1.0237], [-0.8537, 1.2619, -1.8983], [-0.0830, -0.2924, -0.2100], [-0.8534, -0.8863, 1.6339], [0.8483, 1.3715, -0.9139], [-0.2085, 0.0694, -0.0114], [0.6106, 0.0855, -0.3015], [-0.2205, -0.0867, -0.1116], [0.2752, 0.3645, -0.5180], [0.0963, -0.7646, -2.9373], [0.1858, 0.7059, 3.7948], [-0.1020, 0.3184, -0.1360], [0.3198, -0.3135, 0.2203], [0.1217, -0.4011, -0.2037], [0.5033, -0.2939, 0.9090], [1.0289, -0.1086, -0.4779], [-1.8638, 0.2248, -0.4822], [-0.6626, -1.0526, -2.2385], [-0.5575, -0.5716, 0.6089], [1.3060, 1.8259, 2.1125], [-0.3187, -1.3239, 1.2414], [-0.8245, -1.4630, -2.1835], [0.8766, 2.2094, 0.6116], [1.3005, 0.6202, 0.5000], [-0.2060, 0.2262, 0.1212], [-0.7508, -1.2443, -0.7104], [-0.1321, -0.3216, -0.2179], [-0.3713, 0.0400, -1.0024], [0.3725, 0.6457, 1.3332], [0.3638, 1.6166, -0.4413], [0.8144, -0.5901, -0.2922], [-0.7985, -0.6599, 0.6460], [0.5178, -0.6741, -0.0810], [4.3227, 0.0051, -2.6748], [-5.0332, 0.3553, 3.1671], [-0.2300, 0.0038, -1.0417], [2.3932, -0.9300, 0.5146], [-2.2242, 1.1720, 0.8396]],
  "nbo_charge": [-0.6096, -0.4451, -0.3013, -0.0031, -0.8473, 0.2146, 0.2044, 0.2047, 0.2088, 0.2008, 0.1887, 0.2022, 0.3916, 0.3746, 0.5297, 0.4997, -1.0630, 0.5247, 0.4845, -1.0104, 0.4909, 0.5182, -1.0212, 0.4970, 0.4865, -0.9815, 0.5085, 0.4870, -0.9690, 0.5089, 0.4834, -0.9906, 0.4873, 0.5170, -1.0160, 0.5162, 0.4835, -0.9791, 0.4529, 0.4863, -0.9660, 0.4916, 0.4967, -0.9905, 0.5203, 0.5170, -1.0001, 0.5156, 0.4872, -0.9865, 0.4985, 0.4971, -0.9966],
  "lumo_ev": 0.227,
  "e_above_lowest_ev": 1.375,
  "orbital_gap_ev": 8.48
}

---

{
  "formula": "C24H23NO2",
  "method": "the ωB97M-V functional and the def2-TZVPD basis",
  "elements": ["C", "O", "C", "C", "C", "C", "O", "C", "C", "H", "H", "H", "H", "H", "H", "H", "C", "N", "C", "C", "C", "C", "C", "C", "C", "C", "C", "C", "C", "C", "C", "C", "C", "C", "H", "H", "H", "H", "H", "H", "H", "H", "H", "H", "H", "H", "H", "H", "H", "H"],
  "xyz": [[7.27186, 0.50178, -1.68398], [6.33482, -0.39930, -1.00138], [5.20785, 0.08306, -0.42982], [4.38443, -0.89841, 0.19543], [3.12098, -0.55717, 0.61816], [2.57471, 0.74368, 0.27582], [1.31749, 1.02009, 0.09485], [3.54306, 1.77307, -0.03202], [4.81367, 1.45244, -0.45437], [8.05634, -0.18552, -2.01474], [6.81802, 1.00067, -2.56143], [7.70115, 1.25747, -0.99878], [4.77870, -1.91073, 0.31802], [2.48009, -1.25227, 1.15572], [3.11415, 2.77530, -0.08239], [5.48023, 2.24907, -0.81769], [-2.91504, 2.38782, 4.28872], [-2.62608, 1.65045, 3.07165], [-1.38339, 1.24740, 2.67029], [-1.48101, 0.56680, 1.43041], [-0.37320, 0.01444, 0.73468], [-0.54421, -0.86688, -0.40621], [-1.54048, -1.88360, -0.37982], [-1.74200, -2.72059, -1.47166], [-0.97082, -2.56811, -2.63697], [-1.24064, -3.39143, -3.84789], [0.05464, -1.61146, -2.65399], [0.25509, -0.78378, -1.56941], [-2.89780, 0.65783, 1.03540], [-3.65386, 0.28907, -0.07140], [-5.04049, 0.54100, -0.06675], [-5.66955, 1.18625, 1.00720], [-4.93126, 1.56249, 2.13488], [-3.56803, 1.29845, 2.10920], [-3.96448, 2.69212, 4.26926], [-2.74343, 1.77886, 5.18691], [-2.27528, 3.27741, 4.34585], [-0.50554, 1.42253, 3.29688], [0.55294, -0.05438, 1.34150], [-2.15379, -1.98071, 0.51554], [-2.51316, -3.49429, -1.41760], [-0.49325, -3.18331, -4.61710], [-1.21697, -4.45874, -3.61163], [-2.23094, -3.16915, -4.25979], [0.70707, -1.51261, -3.52772], [1.03247, -0.03324, -1.60611], [-3.18429, -0.19975, -0.91919], [-5.63815, 0.22795, -0.92923], [-6.73256, 1.40412, 0.97205], [-5.37004, 2.05377, 3.00068]],
  "forces_ev_per_angstrom": [[-0.7931, -0.7704, 0.6592], [1.8453, 0.6041, -0.9048], [-1.1566, 0.6133, 0.4437], [1.0894, 1.0089, -0.3743], [-1.2612, 1.2930, -0.3758], [1.9946, -0.4106, 0.0791], [-1.0002, 1.6454, -0.1610], [-1.8180, -0.7419, 0.1735], [0.7687, -1.1486, 0.0120], [-0.0979, 0.3247, 0.0073], [0.0081, -0.2417, 0.4684], [-0.3013, -0.3455, -0.2150], [-0.1078, 0.3717, -0.0435], [0.0823, -0.1946, -0.3699], [0.3688, -0.1495, -0.1390], [-0.2690, -0.5608, 0.1591], [0.0949, 0.1048, 0.2321], [1.2082, -0.2434, -0.1546], [-1.0145, -0.6230, -0.4320], [-0.1150, 1.2715, -0.0293], [1.7639, -0.7474, 2.1859], [-0.1832, -1.0277, -1.4939], [0.4952, 0.5411, 0.0686], [0.2729, 0.2789, 0.0345], [0.2240, 0.3801, 0.4028], [-0.0519, -0.3042, -0.2956], [-0.5880, -0.5239, -0.0289], [0.0540, 0.2413, 0.7280], [0.1326, 0.4210, 0.7258], [-0.9522, -0.0073, -0.2070], [0.6162, -0.0780, -0.1832], [0.3998, 0.0186, 0.4771], [-0.1059, -0.1251, -0.5049], [0.2464, -0.0567, -0.2604], [0.3411, 0.0319, 0.0791], [-0.0661, 0.0587, -0.3049], [-0.2363, -0.1743, -0.0311], [-0.3488, -0.0332, -0.3447], [-1.3961, -0.7479, -0.1292], [0.1050, -0.1072, -0.2251], [0.2410, 0.2503, -0.0714], [-0.1331, -0.1165, 0.0185], [0.0029, 0.0460, -0.0799], [0.1169, -0.0291, 0.0185], [-0.3343, -0.0413, 0.2748], [-0.1613, -0.0776, 0.0403], [-0.2204, 0.1704, 0.1137], [0.2648, 0.1929, 0.3250], [0.1280, -0.1229, -0.0146], [-0.1525, -0.1183, -0.3532]],
  "nbo_charge": [-0.2569, -0.5130, 0.2463, -0.2429, -0.3266, 0.3303, -0.7076, -0.2760, -0.3060, 0.1973, 0.1796, 0.1774, 0.2178, 0.2019, 0.2117, 0.2141, -0.4063, -0.3241, 0.1313, -0.2361, 0.1700, -0.1751, -0.1711, -0.2396, 0.0051, -0.6314, -0.2311, -0.0919, 0.0032, -0.2058, -0.2204, -0.2059, -0.2363, 0.1205, 0.2204, 0.2149, 0.2196, 0.2318, 0.2627, 0.2174, 0.2146, 0.2172, 0.2205, 0.2209, 0.2143, 0.2519, 0.2387, 0.2199, 0.2193, 0.2132],
  "lumo_ev": -0.727,
  "e_above_lowest_ev": 4.519,
  "orbital_gap_ev": 5.26
}